Density functional theory data (ωB97M-V/def2-TZVPD) for a single C15H24O3S molecule in a non-equilibrium geometry.

Results
**E_HOMO**: -8.8818 eV
**Energy relative to the best compared isomer or geometry (same formula, charge and spin)**: 104.0 kJ/mol

Element x y z (Å)
C -1.832 -1.744 1.199
C -1.354 -1.151 -0.112
C 0.083 -0.733 -0.089
C 0.984 -1.229 -1.024
C 2.308 -0.838 -1.006
C 2.786 0.068 -0.062
C 1.877 0.566 0.863
C 0.550 0.174 0.851
H -0.132 0.595 1.574
H 2.189 1.275 1.612
C 4.251 0.473 -0.088
C 5.123 -0.779 0.083
H 4.960 -1.490 -0.723
H 4.892 -1.273 1.025
H 6.176 -0.505 0.086
C 4.611 1.459 1.026
H 4.042 2.381 0.931
H 5.668 1.708 0.962
H 4.427 1.025 2.007
C 4.558 1.140 -1.436
H 3.928 2.017 -1.573
H 5.599 1.454 -1.471
H 4.380 0.461 -2.265
H 2.974 -1.250 -1.748
H 0.646 -1.934 -1.771
H -1.531 -1.821 -0.956
S -2.357 0.393 -0.489
O -2.569 1.034 0.822
C -3.962 -0.466 -0.903
H -4.227 -0.122 -1.901
H -3.830 -1.543 -0.914
C -5.039 -0.098 0.105
O -6.001 -1.134 0.107
H -6.723 -0.889 0.696
C -5.672 1.261 -0.241
O -4.721 2.255 -0.495
H -4.041 2.219 0.198
H -6.345 1.562 0.580
H -6.267 1.158 -1.154
H -4.570 -0.024 1.101
H -1.914 -0.953 1.942
H -2.805 -2.217 1.088
H -1.123 -2.486 1.561


Density functional theory data (ωB97M-V/def2-TZVPD) for a single C15H24O4 molecule.

Results
**E_HOMO**: -10.3559 eV
**Energy relative to the best compared isomer or geometry (same formula, charge and spin)**: 0.0 kJ/mol
**SMILES string**: CCCCCCCCC1=C(C[C@@H](C)O)C(=O)OC1=O

Element x y z (Å)
C -3.211 0.509 1.507
C -1.885 1.249 1.377
C -1.474 1.941 2.674
C -0.200 2.788 2.628
C 1.027 2.058 2.073
C 1.150 2.079 0.541
C 1.588 0.740 -0.036
C 1.823 0.794 -1.548
C 1.938 -0.562 -2.148
C 1.017 -1.501 -2.352
C -0.449 -1.487 -2.082
C -0.954 -2.618 -1.170
C -0.237 -2.694 0.162
O -2.328 -2.397 -0.868
C 1.688 -2.670 -2.983
O 1.214 -3.693 -3.359
O 3.031 -2.382 -3.134
C 3.239 -1.102 -2.644
O 4.317 -0.607 -2.623
H -3.382 -0.144 0.651
H -4.045 1.212 1.569
H -3.226 -0.106 2.410
H -1.108 0.540 1.075
H -1.962 1.990 0.573
H -2.310 2.567 3.006
H -1.347 1.172 3.445
H -0.375 3.703 2.050
H 0.017 3.111 3.649
H 1.931 2.494 2.504
H 1.000 1.018 2.423
H 0.187 2.342 0.095
H 1.850 2.861 0.233
H 0.816 -0.002 0.185
H 2.500 0.390 0.457
H 2.743 1.347 -1.750
H 1.002 1.331 -2.034
H -0.966 -1.571 -3.044
H -0.734 -0.529 -1.637
H -0.843 -3.569 -1.701
H 0.843 -2.770 0.035
H -0.469 -1.806 0.753
H -0.582 -3.565 0.718
H -2.840 -2.461 -1.680


Density functional theory data (ωB97M-V/def2-TZVPD) for 4 unconnected molecules or ions with the total composition C15H25BBr2F4NO12P2 in a non-equilibrium geometry.

Results
**E_HOMO**: -5.0303 eV
**Total charge**: -1

Element x y z (Å)
C -3.281 1.403 1.633
B -1.682 1.476 1.597
O -1.012 2.554 2.272
C -0.708 0.391 0.869
P 0.733 1.406 0.200
N 1.531 0.769 -1.027
O -0.190 -0.337 2.008
P -0.451 -2.058 2.000
Br -2.647 -1.929 2.824
C 1.442 -2.216 1.628
C 2.307 -2.492 2.890
C 2.329 -1.303 3.914
F 2.014 -3.714 3.531
O -0.931 -2.028 0.314
C -1.368 -0.721 -0.032
Br -1.336 -0.531 -2.001
H -3.719 2.431 1.788
H -3.734 0.920 0.742
H -3.614 0.812 2.527
H -0.337 2.159 2.840
H 1.660 1.610 1.278
H 0.230 2.690 -0.190
H 1.489 1.391 -1.835
H -0.136 -2.289 3.380
H -0.689 -3.470 1.944
H 1.528 -3.059 0.894
H 1.834 -1.282 1.156
H 3.365 -2.592 2.534
H 2.896 -1.568 4.841
H 1.301 -1.030 4.257
H 2.759 -0.391 3.448
H -2.463 -0.789 0.180
C -0.081 0.987 -6.468
C 0.734 0.319 -5.400
O 1.539 1.377 -4.910
C 0.818 2.515 -5.098
O 1.056 3.553 -4.577
O -0.217 2.312 -5.958
F 1.542 -0.639 -5.925
H 0.437 1.018 -7.430
H -1.054 0.518 -6.607
H 0.146 -0.103 -4.584
C 3.230 -5.900 -1.696
C 4.068 -6.575 -0.650
O 4.934 -5.541 -0.225
C 4.246 -4.377 -0.410
O 4.543 -3.340 0.075
O 3.168 -4.562 -1.215
F 4.815 -7.580 -1.186
H 3.703 -5.912 -2.681
H 2.233 -6.333 -1.778
H 3.503 -6.954 0.205
C -4.170 6.704 0.852
C -3.814 6.169 2.209
O -4.637 5.024 2.320
C -4.830 4.573 1.049
O -5.237 3.495 0.778
O -4.482 5.515 0.131
F -4.150 7.048 3.190
H -5.047 7.356 0.878
H -3.346 7.242 0.384
H -2.767 5.879 2.319


Density functional theory data (ωB97M-V/def2-TZVPD) for 2 unconnected molecules or ions with the total composition C15H25BFO3.

Results
**E_HOMO**: -3.9443 eV
**Total charge**: -1

Element x y z (Å)
C 2.150 2.741 0.329
C 1.382 1.486 -0.108
C 0.746 0.722 1.047
C 0.218 -0.677 0.689
O -1.175 -0.749 0.521
C -1.645 -0.260 -0.718
O -2.070 -1.250 -1.596
B -2.599 -0.410 -2.741
O -2.969 0.941 -2.087
C -2.887 0.639 -0.723
C -3.016 1.845 0.176
F -2.288 1.679 1.371
C -4.471 2.093 0.567
C -5.200 3.009 -0.429
H 1.677 3.619 -0.093
H 2.173 2.869 1.405
H 3.152 2.719 -0.085
H 0.590 1.793 -0.779
H 1.994 0.793 -0.677
H 1.525 0.569 1.797
H -0.038 1.285 1.538
H 0.441 -1.301 1.550
H 0.775 -1.088 -0.155
H -0.798 0.197 -1.243
H -3.595 -0.860 -3.285
H -1.639 -0.166 -3.485
H -3.693 -0.085 -0.548
H -2.636 2.745 -0.305
H -5.001 1.152 0.599
H -4.473 2.513 1.568
H -5.672 2.403 -1.192
H -5.987 3.543 0.092
H -4.521 3.706 -0.903
C 4.692 -3.889 -0.396
C 4.114 -4.572 0.665
C 3.556 -3.868 1.722
C 3.569 -2.480 1.715
C 4.145 -1.797 0.653
C 4.709 -2.501 -0.401
H 5.127 -4.438 -1.222
H 4.097 -5.654 0.666
H 3.107 -4.400 2.550
H 3.127 -1.931 2.536
H 4.150 -0.714 0.646
H 5.158 -1.968 -1.229


Density functional theory data (ωB97M-V/def2-TZVPD) for a molecular structure, C15H25BiN5O5 in a non-equilibrium geometry.

Results
**E_HOMO (alpha / beta)**: -10.1214 / -10.1215 eV
**Total charge**: +1

Element x y z (Å)
O 3.033 1.517 -2.625
H 4.003 1.571 -2.654
Bi 0.653 0.763 0.057
N -1.322 0.376 -1.185
N 1.027 -0.497 -1.972
O -2.607 0.634 -0.637
O 2.173 -0.900 -2.388
C -1.304 -0.393 -2.287
C -0.035 -0.821 -2.743
C -2.565 -0.809 -2.978
C 0.168 -1.584 -3.995
H -3.429 -0.230 -2.633
H -2.784 -1.880 -2.818
H -2.474 -0.657 -4.065
H 1.216 -1.884 -4.096
H -0.105 -0.984 -4.875
H -0.463 -2.479 -4.011
H -3.051 -0.240 -0.646
H 2.874 0.592 -2.525
O -0.156 -1.923 0.977
H -0.179 -2.653 0.330
H 0.515 -2.195 1.632
C 1.791 2.214 -0.893
H 2.701 1.728 -0.614
H 1.232 2.158 -1.815
H 2.015 3.257 -0.785
O -3.609 3.285 -0.639
H -3.261 2.378 -0.503
H -3.595 3.685 0.248
N 2.007 1.312 3.067
C 2.897 0.430 2.416
C 4.216 0.331 2.869
C 5.080 -0.560 2.229
C 4.586 -1.319 1.158
C 3.285 -1.152 0.743
N 2.444 -0.253 1.347
C 0.667 0.991 3.416
C 0.298 0.966 4.767
C -1.016 0.624 5.093
C -1.912 0.323 4.053
C -1.470 0.385 2.747
N -0.201 0.766 2.424
H 2.476 1.769 3.856
H 4.504 0.943 3.729
H 6.117 -0.652 2.552
H 5.219 -2.035 0.628
H 2.861 -1.698 -0.095
H 1.070 1.200 5.507
H -1.339 0.593 6.135
H -2.953 0.047 4.249
H -2.108 0.137 1.902


Density functional theory data (ωB97M-V/def2-TZVPD) for a single C15H25Br2NO4S3 molecule.

Results
**E_HOMO**: -8.6171 eV
**Energy relative to the best compared isomer or geometry (same formula, charge and spin)**: 0.0 kJ/mol
**SMILES string**: C[C@H](Br)[C@@H](Br)[C@]1(CCCSC(=S)N2CCOCC2)CCS(=O)(=O)OC1

Element x y z (Å)
C -0.153 -2.407 1.759
C 1.345 -2.168 1.560
Br 2.001 -1.187 3.129
C 1.816 -1.598 0.182
Br 0.599 -2.342 -1.172
C 2.026 -0.073 -0.037
C 0.815 0.743 0.484
C 0.624 2.116 -0.169
C -0.500 2.929 0.517
S -1.921 3.344 -0.548
C -3.223 2.442 0.284
S -4.401 3.231 1.074
N -3.144 1.061 0.100
C -3.612 0.628 -1.218
C -3.017 -0.765 -1.475
O -2.736 -1.432 -0.261
C -3.751 -1.223 0.697
C -3.842 0.265 1.113
C 2.227 0.245 -1.536
C 3.333 -0.583 -2.195
S 4.856 -0.340 -1.292
O 5.178 -1.561 -0.604
O 5.829 0.306 -2.118
O 4.411 0.748 -0.225
C 3.344 0.370 0.675
H -0.356 -2.468 2.830
H -0.446 -3.357 1.316
H -0.757 -1.601 1.355
H 1.843 -3.132 1.647
H 2.758 -2.098 -0.043
H -0.104 0.163 0.359
H 0.962 0.924 1.553
H 1.551 2.696 -0.101
H 0.369 2.021 -1.226
H -0.118 3.882 0.883
H -0.904 2.388 1.376
H -4.710 0.584 -1.197
H -3.294 1.317 -1.998
H -2.059 -0.682 -1.991
H -3.697 -1.355 -2.104
H -4.717 -1.549 0.287
H -3.529 -1.860 1.552
H -3.395 0.464 2.088
H -4.905 0.537 1.159
H 1.294 0.156 -2.092
H 2.540 1.288 -1.620
H 3.521 -0.253 -3.215
H 3.135 -1.654 -2.161
H 3.178 1.249 1.296
H 3.739 -0.410 1.321


Density functional theory data (ωB97M-V/def2-TZVPD) for 9 unconnected molecules or ions with the total composition C15H25Cl24FO3Si in a non-equilibrium geometry.

Results
**E_HOMO**: -9.8697 eV
**SMILES string**: C[C@@H](O)CO[Si@@H](F)CCCCO.ClC(Cl)Cl.ClC(Cl)Cl.ClC(Cl)Cl.ClC(Cl)Cl.ClC(Cl)Cl.ClC(Cl)Cl.ClC(Cl)Cl.ClC(Cl)Cl

Element x y z (Å)
C -2.349 -2.648 -1.784
C -1.380 -1.983 -2.817
O -1.064 -0.688 -2.335
C -0.127 -2.919 -3.002
O 1.127 -2.225 -2.898
Si 1.760 -2.332 -1.290
F 2.196 -3.904 -0.837
C 3.158 -1.062 -1.186
C 3.081 -0.091 0.042
C 1.685 0.562 0.293
C 1.041 0.060 1.633
O 1.380 -1.295 1.911
H -2.314 -3.741 -1.959
H -3.365 -2.260 -1.983
H -1.990 -2.417 -0.765
H -1.896 -1.865 -3.797
H -0.347 -0.304 -2.843
H -0.182 -3.325 -4.037
H -0.193 -3.819 -2.345
H 0.699 -1.868 -0.379
H 4.105 -1.644 -1.068
H 3.252 -0.526 -2.153
H 3.797 0.736 -0.170
H 3.498 -0.609 0.927
H 0.988 0.515 -0.565
H 1.866 1.643 0.471
H 1.477 0.712 2.428
H -0.059 0.177 1.652
H 0.775 -1.679 2.543
Cl 2.279 -4.824 -4.025
C 2.074 -5.877 -5.429
Cl 0.358 -6.166 -5.743
Cl 2.857 -5.179 -6.851
H 2.545 -6.829 -5.214
Cl 2.479 3.631 1.994
C 0.998 4.587 2.114
Cl -0.367 3.709 1.415
Cl 0.670 5.001 3.799
H 1.135 5.502 1.554
Cl -4.950 -1.595 -4.284
C -6.098 -0.956 -3.100
Cl -7.659 -1.771 -3.244
Cl -5.460 -1.118 -1.459
H -6.245 0.098 -3.304
Cl 1.607 0.865 5.535
C 0.113 1.798 5.689
Cl -1.241 0.931 4.954
Cl -0.225 2.161 7.385
H 0.243 2.734 5.160
Cl 2.048 7.602 2.514
C 2.098 8.765 3.844
Cl 0.480 9.384 4.192
Cl 2.807 8.027 5.282
H 2.723 9.597 3.543
Cl 7.541 7.318 5.067
C 6.694 7.626 3.548
Cl 5.815 6.186 3.021
Cl 5.592 8.998 3.718
H 7.430 7.872 2.792
Cl -13.120 -0.529 -2.470
C -11.391 -0.612 -2.819
Cl -10.451 0.022 -1.464
Cl -10.910 -2.273 -3.190
H -11.189 0.001 -3.689
Cl 3.098 -8.067 0.913
C 1.637 -7.079 1.032
Cl 0.245 -7.947 0.367
Cl 1.333 -6.618 2.710
H 1.789 -6.175 0.451


Density functional theory data (ωB97M-V/def2-TZVPD) for a gas-phase ion, C15H25Cl2N2O3S (charge +1) in a non-equilibrium geometry.

Results
**E_HOMO**: -12.6227 eV
**Total charge**: +1

Element x y z (Å)
C -3.875 -0.292 -2.997
C -2.815 0.121 -4.002
O -1.741 -0.829 -3.962
C -0.516 -0.309 -4.278
O 0.109 -0.695 -5.254
C 0.068 0.682 -3.303
C -0.132 0.276 -1.827
C 1.171 0.357 -1.017
C 1.097 1.080 0.326
C 0.676 2.548 0.302
C -0.817 2.854 0.342
C -1.423 2.811 1.749
Cl -1.593 4.464 2.407
C 2.542 1.102 0.869
N 2.842 -0.246 1.380
Cl 4.429 -0.787 1.345
C 1.813 -0.877 1.856
C 1.887 -2.191 2.500
C 1.115 -2.232 3.834
C 0.574 -3.614 4.153
N 0.165 -4.400 3.029
O 0.528 -4.004 5.313
S 0.357 0.002 1.644
H -4.462 0.567 -2.707
H -4.497 -1.065 -3.424
H -3.375 -0.705 -2.133
H -3.206 0.163 -5.010
H -2.458 1.118 -3.760
H -0.344 1.669 -3.468
H 1.113 0.756 -3.561
H -0.491 -0.743 -1.829
H -0.926 0.868 -1.398
H 1.947 0.837 -1.601
H 1.504 -0.659 -0.844
H 1.101 2.956 -0.608
H 1.134 3.088 1.121
H -1.407 2.227 -0.313
H -0.943 3.863 -0.021
H -0.838 2.240 2.453
H -2.429 2.432 1.695
H 2.651 1.748 1.735
H 3.266 1.419 0.134
H 1.522 -2.965 1.834
H 2.923 -2.409 2.716
H 1.793 -1.993 4.639
H 0.312 -1.504 3.855
H 0.488 -5.346 3.152
H -0.840 -4.386 2.936


Density functional theory data (ωB97M-V/def2-TZVPD) for 3 unconnected molecules or ions with the total composition C15H25N2O2 in a non-equilibrium geometry.

Results
**E_HOMO**: -11.5162 eV
**Energy relative to the best compared isomer or geometry (same formula, charge and spin)**: 678.8 kJ/mol
**Total charge**: +1

Element x y z (Å)
C 1.857 -2.873 1.503
C 1.476 -1.916 0.260
C 2.153 -0.514 0.017
C 1.737 0.402 -1.181
C 0.630 -0.053 -2.205
C -0.052 -1.421 -1.975
C 0.372 -2.336 -0.760
C -0.466 -3.726 -0.649
N -1.862 -3.310 -0.233
C -3.093 -3.263 -1.007
C -4.057 -2.727 0.066
N -3.361 -2.468 1.317
C -1.986 -2.849 1.113
H 2.102 -2.278 2.447
H 0.897 -3.474 1.752
H 2.646 -3.659 1.230
H 2.967 -0.108 0.718
H 2.198 1.429 -1.390
H 0.278 0.578 -3.084
H -0.864 -1.779 -2.699
H 0.011 -4.425 0.124
H -0.451 -4.172 -1.712
H -3.238 -3.553 -2.095
H -5.164 -2.515 -0.073
H -3.696 -2.102 2.217
H -1.227 -2.738 1.953
C -0.794 1.235 0.705
C -2.214 1.748 0.840
O -3.123 0.845 0.217
H -0.528 1.119 -0.346
H -0.085 1.921 1.174
H -0.692 0.249 1.170
H -2.318 2.720 0.355
H -2.492 1.856 1.893
H -3.031 -0.010 0.657
C 3.250 5.657 0.030
C 2.910 4.353 -0.663
O 1.851 3.692 0.023
H 3.545 5.475 1.067
H 4.065 6.172 -0.483
H 2.379 6.319 0.058
H 3.776 3.687 -0.669
H 2.603 4.529 -1.698
H 1.087 4.284 0.017


Density functional theory data (ωB97M-V/def2-TZVPD) for a molecular structure, C15H25N3O in a non-equilibrium geometry.

Results
**E_HOMO**: -8.5137 eV
**Energy relative to the best compared isomer or geometry (same formula, charge and spin)**: 1553.4 kJ/mol

Element x y z (Å)
N 1.639 1.780 1.829
C 2.752 1.781 1.206
C 4.031 1.849 0.517
C 4.346 0.264 0.352
O 5.279 -0.375 0.763
N 3.395 -0.507 -0.356
N 2.317 0.047 -0.870
C 1.395 -0.443 -1.633
C 0.279 0.406 -2.218
H 0.794 0.988 -2.897
C -0.380 1.423 -0.998
H 0.230 2.156 -0.877
H -0.358 0.427 -0.237
C -1.703 1.830 -1.295
H -2.299 0.978 -2.021
H -1.721 2.596 -1.841
C -2.440 1.923 0.016
H -1.786 2.277 0.820
C -3.310 1.084 0.395
H -4.269 0.936 -0.136
H -3.888 1.283 1.324
C -2.906 -0.316 0.772
H -2.300 -0.554 -0.261
H -3.657 -1.086 0.934
C -1.818 -0.368 1.550
C -0.940 -1.831 1.801
H -1.666 -2.865 1.518
C 0.281 -1.708 0.909
C -0.081 -2.318 -0.402
H -0.856 -1.827 -0.829
H -0.175 -3.247 -0.605
C 1.149 -1.975 -1.565
H 2.099 -2.441 -1.067
H 0.931 -2.440 -2.467
H 0.926 -2.638 1.381
H 0.749 -0.679 1.018
H -0.685 -2.026 2.670
H -1.116 0.317 2.071
H -2.417 -0.430 2.731
H -3.203 3.104 -0.100
H -0.329 -0.339 -2.437
H 3.470 -1.352 -0.218
H 4.525 2.239 1.168
H 3.717 2.076 -0.414